62
Properties=species:S:1:pos:R:3:forces:R:3:mulliken_charge:R:1 method="wB97M-V/def2-TZVPD" s2=0.75 total_energy_ev=-85002.378 lumo_ha="-0.1344 / -0.2826" total_charge=+1 max_force_ev_per_a=2.737 multiplicity=2 de_lowest_kcal_mol=113.25
Cu -3.281 10.312 10.219 1.3 -0.2 0.9 0.669
N -2.991 9.810 13.461 -1.4 0.7 0.0 1.093
O -2.664 9.587 12.273 0.7 0.0 -1.0 -0.501
O -4.168 10.058 13.727 0.0 -0.4 0.0 -0.717
O -2.128 9.827 14.358 0.4 -0.7 0.0 -0.825
C -2.900 15.587 16.715 -1.3 0.2 -1.6 -1.010
C -3.433 14.192 17.048 2.4 0.5 0.5 0.585
O -3.737 13.892 18.188 -0.9 -0.4 -0.3 -0.620
N -3.221 13.301 16.036 -1.2 0.0 0.4 -0.002
C -3.494 11.901 16.177 0.4 -0.9 -0.9 -0.278
H -3.681 16.348 16.802 0.1 -0.1 0.8 0.347
H -2.754 15.649 15.631 0.6 -0.1 0.1 0.273
H -1.991 15.879 17.226 -0.1 -0.2 0.3 0.250
H -2.709 13.602 15.228 0.1 0.0 -0.2 0.310
H -2.592 11.356 16.489 -0.2 0.1 0.7 0.352
H -3.695 11.405 15.218 0.0 0.8 0.1 -0.237
H -4.368 11.664 16.780 0.3 0.5 0.5 0.089
C -4.830 9.025 17.483 -0.2 -0.9 0.0 -0.353
C -3.584 8.208 17.677 1.5 1.2 -1.8 0.768
O -3.622 7.234 18.465 -0.4 -0.5 1.0 -0.230
N -2.440 8.505 17.090 -0.5 -0.4 1.0 0.134
C -1.119 8.173 17.673 0.0 0.0 -1.2 -0.940
H -5.671 8.342 17.597 -0.3 0.4 0.1 0.469
H -4.858 9.487 16.495 0.3 -0.1 0.0 -0.198
H -4.781 9.781 18.269 -0.2 0.0 0.0 0.352
H -2.448 9.112 16.274 -0.2 0.4 -0.2 0.054
H -0.854 8.978 18.353 0.1 -0.2 0.2 0.346
H -0.427 8.177 16.833 0.1 0.1 0.1 0.315
H -1.067 7.178 18.100 -0.3 0.1 0.3 0.361
C -6.938 11.104 15.361 2.4 1.3 0.5 -0.754
C -8.058 11.687 14.587 -0.6 0.2 0.4 0.349
O -8.993 11.012 14.210 -0.1 -0.1 -0.4 -0.629
N -8.013 13.041 14.425 0.1 -0.4 -0.1 -0.158
C -9.036 13.762 13.741 -0.7 1.6 -0.6 -0.953
H -5.958 11.388 14.940 -0.3 -0.6 -0.9 0.254
H -6.966 10.035 15.514 -0.4 0.0 0.1 0.295
H -6.709 11.704 16.255 -1.0 -0.5 0.6 0.448
H -7.258 13.580 14.806 0.2 -0.2 0.1 0.212
H -8.780 14.068 12.719 0.2 -0.5 0.0 0.290
H -9.220 14.727 14.227 0.1 -0.2 0.3 0.335
H -10.001 13.264 13.700 0.3 -0.4 0.2 0.324
C 0.400 11.536 7.914 -0.4 -0.7 1.3 -1.128
C -0.051 10.535 8.994 0.4 0.9 -0.5 0.569
O -1.166 10.597 9.510 -1.1 -0.2 0.2 -0.441
N 0.860 9.631 9.390 -0.3 -0.5 0.5 -0.149
C 0.485 8.524 10.257 0.1 -0.7 0.3 -0.772
H 1.227 12.112 8.328 0.3 -0.2 -0.3 0.328
H -0.392 12.254 7.732 -0.2 -0.3 -0.3 0.295
H 0.653 10.926 7.049 0.2 0.5 -0.3 0.376
H 1.686 9.437 8.850 0.0 0.6 -0.2 0.279
H -0.038 8.790 11.173 -0.2 0.6 -0.3 0.109
H 1.377 8.002 10.606 0.1 0.1 -0.3 0.365
H -0.124 7.808 9.701 -0.1 0.0 0.1 0.318
O -0.967 13.032 13.913 -0.4 -0.1 -0.4 -0.627
C 0.005 12.562 13.334 0.1 1.4 0.9 0.608
N 0.204 11.232 13.293 -0.4 0.0 -0.2 -0.168
C 1.044 13.484 12.703 -0.2 -1.1 -0.8 -1.076
H 1.103 10.832 13.110 0.0 -0.1 -0.3 0.224
H -0.612 10.686 13.567 0.6 -0.3 0.2 0.136
H 0.592 14.386 12.300 -0.2 0.0 0.3 0.313
H 1.423 12.923 11.841 0.5 0.3 0.1 0.284
H 1.846 13.749 13.386 0.0 -0.1 0.1 0.289

---

58
Properties=species:S:1:pos:R:3:forces:R:3:mulliken_charge:R:1 method="wB97M-V/def2-TZVPD" total_energy_ev=-60636.251 lumo_ha=0.0590 total_charge=-1 max_force_ev_per_a=6.969 de_lowest_kcal_mol=18.53
C -1.896 2.836 -0.673 0.3 0.4 0.2 -1.419
C -0.512 3.494 -0.746 -0.2 -1.5 0.7 -0.216
I -0.390 4.682 1.100 0.1 0.3 -0.3 -0.098
C 0.557 2.370 -0.679 0.1 0.6 -1.0 0.415
B 1.663 2.420 -1.928 0.6 0.0 1.3 0.564
C 3.086 3.062 -1.350 -0.7 0.3 -0.8 -0.749
C 3.060 4.589 -1.256 1.0 0.0 0.1 -0.022
C 4.322 5.117 -0.534 -0.8 -0.6 0.1 -0.832
S 5.883 4.756 -1.392 0.5 0.5 -0.1 -0.265
C 2.009 0.879 -2.427 -0.2 1.3 -0.5 0.129
C 2.214 0.613 -3.914 0.7 -2.2 0.9 0.100
O 2.710 -0.409 -4.305 -0.4 1.0 -0.2 -0.514
I 1.598 2.005 -5.472 -0.1 0.2 0.0 -0.119
H -2.106 2.319 -1.612 0.0 0.0 0.0 0.299
H -2.684 3.543 -0.414 -0.2 -0.1 -0.3 0.435
H -1.815 2.099 0.125 -0.4 -0.1 0.0 0.438
H -0.397 4.133 -1.614 0.1 0.4 0.3 0.447
H 0.019 1.419 -0.762 -0.1 0.0 0.2 -1.167
H 1.045 2.388 0.296 0.1 -0.2 0.0 0.479
H 1.299 3.178 -2.805 -0.3 -0.2 -0.2 -0.332
H 3.348 2.643 -0.367 0.1 -0.1 -0.1 0.326
H 3.852 2.783 -2.085 0.2 0.0 0.2 0.223
H 2.171 4.947 -0.730 0.0 0.0 0.1 0.002
H 3.048 5.041 -2.251 -0.2 -0.1 -0.1 0.233
H 4.331 4.677 0.464 0.2 0.0 0.0 0.338
H 4.299 6.201 -0.410 0.2 0.0 -0.1 0.408
H 5.879 3.427 -1.578 -0.5 0.1 0.3 0.105
H 1.292 0.135 -2.063 -0.2 0.0 -0.3 -0.287
H 2.964 0.599 -1.969 0.1 -0.2 -0.2 0.245
O -2.368 -0.733 1.571 -3.8 -0.9 0.5 -0.794
P -2.279 -2.241 1.537 6.9 -0.1 -0.7 0.787
N -1.404 -2.461 3.002 0.2 0.4 0.3 0.133
C -0.421 -3.483 3.275 -0.1 -0.6 -0.2 -0.842
C -2.209 -2.207 4.188 -0.4 0.3 -0.2 -1.160
N -1.264 -2.327 0.118 0.3 -0.4 -0.2 0.257
C 0.187 -2.302 0.258 0.1 -0.2 0.2 -1.233
C -1.662 -1.363 -0.915 -0.2 0.0 0.0 -1.416
N -2.734 -3.960 1.402 -3.3 0.9 0.3 0.013
C -2.028 -4.910 0.565 0.5 0.1 -0.4 -0.888
C -4.184 -4.088 1.149 0.0 0.1 0.3 -1.078
H -0.866 -4.479 3.433 0.0 0.0 0.0 0.289
H 0.128 -3.222 4.183 -0.2 0.1 0.1 0.390
H 0.334 -3.550 2.497 -0.2 0.0 -0.1 0.169
H -2.900 -3.041 4.397 0.1 0.0 0.1 0.332
H -2.800 -1.298 4.064 0.0 0.0 -0.1 0.320
H -1.575 -2.055 5.063 0.1 -0.1 -0.1 0.364
H 0.537 -1.501 0.921 0.1 0.0 0.0 0.349
H 0.658 -2.172 -0.718 -0.2 0.2 -0.1 0.395
H 0.572 -3.259 0.617 -0.1 0.0 0.1 0.301
H -1.300 -0.351 -0.718 0.0 0.0 0.1 0.311
H -2.748 -1.314 -1.010 0.0 0.0 0.0 0.398
H -1.267 -1.684 -1.882 0.1 -0.1 0.1 0.438
H -2.059 -4.663 -0.499 0.1 0.0 0.0 0.287
H -2.491 -5.893 0.696 -0.2 0.1 0.2 0.415
H -0.991 -5.029 0.877 0.1 0.2 -0.1 0.238
H -4.453 -3.764 0.136 -0.1 -0.1 0.0 0.346
H -4.746 -3.474 1.861 0.0 0.0 -0.1 0.345
H -4.518 -5.119 1.285 0.1 0.0 0.0 0.368

---

70
Properties=species:S:1:pos:R:3:forces:R:3:mulliken_charge:R:1 method="wB97M-V/def2-TZVPD" total_energy_ev=-219231.096 lumo_ha=0.0817 total_charge=-1 max_force_ev_per_a=3.864
Pb 0.374 -0.514 0.059 0.4 0.7 -1.0 1.822
C -3.094 -2.495 -1.460 -0.9 0.3 -1.1 0.630
F -2.595 -3.687 -1.347 1.0 -1.1 0.0 -0.220
F -4.403 -2.694 -1.770 0.3 0.9 0.3 -0.253
F -2.988 -1.901 -0.264 -0.2 0.4 -0.6 -0.126
S -2.244 -1.526 -2.908 -0.4 -0.3 0.1 0.743
O -2.810 -1.971 -4.165 0.8 -0.3 1.2 -0.658
O -2.503 -0.128 -2.600 0.4 -0.7 0.3 -0.797
N -0.744 -1.896 -2.535 -1.1 0.7 -0.2 -0.184
S 0.430 -2.844 -2.963 -1.3 0.8 -0.6 0.770
O 1.403 -2.657 -1.970 1.8 0.3 1.3 -0.584
O 0.131 -4.147 -3.402 -0.7 -1.1 -0.5 -0.651
C 1.090 -2.018 -4.486 0.8 2.6 -2.7 0.620
F 0.303 -0.944 -4.914 0.5 -1.6 0.8 -0.255
F 2.326 -1.387 -4.297 -1.6 -1.7 -0.1 -0.233
F 1.153 -2.847 -5.580 0.3 0.9 1.8 -0.233
Br -0.300 -2.571 1.502 -0.1 -0.9 0.5 -0.791
Br 3.982 -2.739 2.080 0.1 0.0 0.1 -0.760
C -4.844 -2.104 4.022 -0.1 -1.2 0.8 -1.427
C -3.776 -2.226 2.965 -0.1 1.7 0.8 0.238
O -2.635 -1.488 3.426 0.4 -0.3 -0.5 -0.442
H -5.088 -1.093 4.311 -0.1 0.5 -0.4 0.327
H -4.471 -2.569 4.943 -0.1 -0.1 0.0 0.328
H -5.758 -2.653 3.731 0.3 0.3 0.0 0.367
H -4.151 -1.668 2.119 -0.1 -0.5 -1.0 0.165
H -3.538 -3.264 2.783 0.1 -0.3 -0.4 0.323
H -1.901 -1.678 2.789 -0.4 -0.1 0.6 -0.099
C 5.130 -0.239 -0.741 -0.7 -0.3 -0.6 -1.379
C 3.691 -0.770 -0.975 1.0 0.0 0.3 0.091
O 2.845 -0.660 0.159 -0.1 0.1 0.8 0.816
H 5.686 -0.818 -0.018 -0.2 -0.2 0.4 0.315
H 5.093 0.798 -0.422 0.2 0.2 -0.1 0.261
H 5.686 -0.354 -1.687 -0.2 0.3 0.2 0.409
H 3.764 -1.811 -1.286 -0.2 -0.1 -0.1 0.378
H 3.207 -0.179 -1.748 0.0 0.0 -0.3 -0.061
H 3.127 -1.307 0.887 0.4 -0.1 -0.5 -0.741
C 0.565 2.901 -3.875 -0.2 1.1 0.0 -1.887
C 0.580 2.191 -2.542 0.8 -0.9 0.5 1.349
C 1.605 2.819 -1.573 0.4 -0.5 0.0 -1.084
O 1.811 2.000 -0.419 -0.5 0.4 -0.1 0.398
C 2.639 2.537 0.615 0.0 0.1 -1.6 -1.022
N -0.682 2.076 -1.846 -0.3 0.5 0.2 -0.055
H 1.531 2.876 -4.387 -0.1 -0.3 0.0 0.393
H 0.357 3.967 -3.725 -0.2 0.1 0.0 0.411
H -0.228 2.502 -4.510 0.2 -0.1 0.0 0.411
H 0.865 1.175 -2.831 0.4 -0.2 0.6 -0.458
H 1.228 3.820 -1.287 0.2 -0.2 -0.1 0.319
H 2.590 2.872 -2.055 -0.2 0.5 -0.2 0.371
H 2.125 3.270 1.226 -0.2 0.1 0.2 0.224
H 3.555 2.976 0.212 0.0 0.3 -0.3 0.402
H 2.961 1.675 1.135 0.1 -0.7 1.0 0.171
H -1.197 2.942 -1.958 -0.2 -0.1 0.1 0.266
H -1.245 1.302 -2.174 -0.1 0.1 -0.3 0.099
C -2.339 2.432 2.915 0.6 -0.5 0.5 -1.688
C -1.192 1.765 2.103 -1.5 1.1 0.0 0.820
C -0.205 1.189 3.079 0.2 -0.9 -0.7 -1.078
O 0.890 0.588 2.350 -0.8 -0.2 0.9 0.014
C 1.709 -0.194 3.249 0.6 1.0 -0.2 -0.918
N -1.677 0.721 1.187 0.7 0.2 -0.2 -0.156
H -1.864 3.086 3.650 -0.3 0.5 -0.2 0.418
H -2.848 1.691 3.516 -0.1 -0.6 0.2 0.369
H -3.152 2.917 2.373 0.5 0.3 -0.4 0.382
H -0.727 2.568 1.519 0.1 -0.4 -0.3 -0.071
H -0.776 0.455 3.641 0.2 -0.7 0.2 0.437
H 0.182 1.884 3.819 0.1 0.5 -0.2 0.433
H 1.286 -1.129 3.564 -0.7 -0.4 0.0 0.294
H 1.917 0.443 4.117 0.2 -0.2 0.0 0.341
H 2.619 -0.440 2.714 0.2 0.1 0.1 0.128
H -2.135 1.109 0.385 -0.1 0.5 -0.5 0.266
H -2.327 0.061 1.576 -0.1 -0.2 0.8 -0.009